Density functional theory data (ωB97M-V/def2-TZVPD) for a cluster of 11 separate species, C44H89F3O22 in total in a non-equilibrium geometry.

Calculated values
Strongest force on any atom (eV Å⁻¹): 4.1
HOMO level (eV): -9.1
HOMO-LUMO gap (eV): 9.061
Total energy (eV): -100258.8907
SMILES: CCOC(=O)C(F)(F)F.O=C1CCCO1.O=C1CCCO1.O=C1CCCO1.O=C1CCCO1.COCCOC.COCCOC.COCCOC.COCCOC.COCCOC.COCCOC
Molecular weight (g/mol): 1027.2

Each line ends with the Mulliken charge.
Positions of all 158 atoms, in Å:
O 3.851 -4.061 -1.302  -0.405
H -3.386 -3.627 3.236  0.037
H 1.978 1.864 -3.874  -0.178
H -0.578 1.608 -1.713  -1.110
H -2.152 -6.899 2.328  0.377
O -5.146 -1.172 0.431  -0.376
O 1.061 2.205 2.226  0.977
H 5.119 -1.395 -4.574  0.235
H 0.755 -2.426 -0.385  0.147
H -1.872 5.380 0.936  0.283
H -2.108 4.848 -5.881  0.217
C -3.165 -1.487 1.769  2.060
H 2.304 -1.421 -0.339  0.418
O -3.542 4.634 -4.395  -0.417
H 6.266 -1.516 -3.307  0.294
H 3.366 1.349 2.317  0.335
C -0.774 1.203 -0.708  1.221
C -0.238 2.689 2.600  1.257
O 0.661 -0.583 -1.317  -0.055
O 0.171 -0.301 5.316  -0.314
H 3.582 -5.078 1.483  0.367
H -1.680 -4.777 1.113  0.105
F -1.267 0.120 7.858  -0.253
C 1.399 -1.700 -0.888  -0.957
H 2.114 -4.419 2.057  0.183
H -5.119 -2.298 2.108  0.392
C -1.488 5.584 3.097  0.418
C 1.877 -6.435 1.370  -0.580
H 5.584 2.292 0.942  0.320
C 1.522 0.061 3.404  0.289
H 2.526 -7.238 1.007  0.220
C -0.216 7.346 3.905  -0.746
H -1.940 -0.078 -2.621  -0.295
H 4.416 1.069 0.302  0.278
C 0.966 0.015 -4.345  0.212
C -3.025 -6.304 2.028  -0.749
H 1.165 -1.064 -4.373  0.547
F -0.128 -1.576 8.548  -0.240
O 3.068 0.798 -5.240  -0.525
H 4.832 2.509 -0.664  0.253
O -3.620 4.536 -2.185  -0.547
O 0.911 3.734 -3.380  -0.576
C -2.099 -0.554 -1.649  0.195
H -0.881 3.097 -5.203  0.157
H -1.947 3.579 -0.080  0.053
H 0.651 4.830 0.673  -0.192
C 4.210 1.621 -5.133  -0.682
H 0.204 0.226 -3.593  -0.480
H 0.291 -0.036 0.659  -0.319
H -3.657 -9.020 2.104  0.267
H -0.198 8.435 3.851  0.302
H -1.539 -0.022 -5.172  0.138
O -2.619 -1.626 3.076  -0.140
H -3.363 -5.813 2.952  0.252
C -0.786 -0.228 -5.937  -0.752
H 1.636 -6.703 2.401  0.448
C -4.367 -8.214 2.314  -0.757
O 0.660 -6.328 0.642  -0.372
H -2.002 5.448 4.052  0.494
H -1.383 3.204 -2.652  -0.994
C 2.113 -4.640 -0.138  1.814
C -2.758 4.086 -5.442  -0.588
C -0.171 -0.615 7.640  0.906
C 1.262 4.226 0.002  1.007
H -0.921 2.107 -0.119  -1.178
H 0.795 6.942 3.796  0.222
H -3.244 5.514 1.980  0.508
O 0.504 4.032 -1.215  -0.218
H -0.728 -1.302 -6.136  0.284
H 1.785 -2.224 -1.761  0.126
C -2.174 2.981 -3.362  2.228
H -2.181 2.000 -5.307  0.012
H -5.954 0.750 0.521  0.459
H 1.592 -0.032 2.320  -0.348
H -2.312 -3.029 4.519  0.156
H 5.495 -3.897 -5.009  0.323
C 4.685 2.128 0.343  -0.900
O -0.091 -5.096 -1.077  -0.627
O -3.652 -4.492 0.530  -0.400
H -4.208 0.703 0.307  -0.119
H -2.863 -2.313 1.120  -0.703
H 1.590 1.106 3.692  -0.020
C 0.472 0.423 -0.319  0.659
H 4.232 2.819 2.912  0.510
C 4.429 -3.606 -2.254  -0.173
H 6.913 -3.474 -4.030  0.298
H 2.486 5.983 -0.673  0.389
C 1.321 3.979 -2.279  0.139
H -4.363 -7.915 3.364  0.313
H 1.986 4.032 2.660  0.250
H 3.248 -2.256 -3.261  -0.311
C -4.679 -1.367 1.742  -0.649
C -3.173 4.103 -3.201  0.212
C 5.416 -2.039 -3.744  -0.541
H 2.684 0.380 -3.214  0.114
H -2.660 -0.591 1.400  -1.094
H -2.422 -3.718 -0.938  0.203
H 2.163 -3.583 -0.362  -1.264
H -0.614 -0.148 3.429  -0.455
C 0.247 -0.597 3.929  0.036
H 2.346 -0.524 3.820  0.543
C -2.601 -5.334 0.925  -0.023
C -5.140 0.185 0.056  -0.449
H 4.754 1.604 -6.076  0.275
H -2.362 -6.046 0.125  0.563
H -3.394 3.765 -6.270  0.337
H -5.031 -0.606 2.450  0.364
H -0.391 3.676 2.158  -2.098
C 2.102 2.956 2.841  -1.153
H -3.121 -0.927 -1.632  0.222
H 4.895 1.187 -4.395  0.232
H -1.389 -1.339 -1.414  -0.282
H 4.176 -1.539 -1.944  0.043
C -0.244 -1.178 6.210  0.291
O 0.444 0.380 -5.611  -0.385
H 2.712 -5.214 -0.856  0.187
C 2.511 -5.068 1.272  -0.639
H -1.096 0.236 -6.871  0.333
F 0.922 0.130 7.822  -0.257
H -4.044 -3.076 -0.927  0.198
C -3.471 -3.990 -0.773  -0.608
H -3.786 -4.723 -1.521  0.378
O -2.257 3.646 1.923  -0.393
O -4.063 -7.090 1.511  -0.309
H 1.375 1.037 -0.359  -0.012
C 4.235 -2.214 -2.794  1.141
C 2.511 4.907 -0.492  -0.871
C 0.774 -5.333 -0.287  0.659
H -2.405 2.044 0.532  -2.136
O -0.547 -2.315 6.039  -0.534
H -2.670 2.061 -3.048  -0.415
O -1.110 6.937 2.903  -0.408
C 3.415 2.447 2.279  -0.929
O 5.330 -4.271 -2.976  -0.411
H -0.559 4.994 3.177  -0.135
H 3.345 4.780 -2.528  0.562
H -3.624 3.334 0.353  0.522
C 2.757 4.199 -1.827  -0.015
H -0.308 2.738 3.690  0.437
H 1.517 3.321 0.556  -0.774
C 2.240 0.830 -4.113  0.698
H -0.522 7.110 4.932  0.323
C 5.824 -3.476 -4.061  -0.488
H 1.985 2.759 3.912  0.918
C -2.604 3.106 0.662  1.932
C -2.250 5.051 1.908  -0.648
H 3.331 4.772 0.220  0.322
H 0.162 -1.662 3.709  0.577
H -0.943 1.971 2.191  -0.049
H -5.339 -8.608 2.022  0.245
O 3.599 2.823 0.943  -0.090
H 3.150 3.200 -1.616  -0.321
C -3.077 -2.741 3.796  -0.593
H -3.950 -2.491 4.417  0.316
H 3.878 2.638 -4.912  0.255
C -1.908 2.957 -4.868  -0.227
O -2.016 0.537 -0.711  0.193
H -5.184 0.207 -1.032  0.274